(1)
Below is a structure of composition C30H23F12N4O5S2W at a distorted geometry, with properties calculated with the ωB97M-V functional and the def2-TZVPD basis.

Each line ends with the Löwdin charge.
Positions of all 77 atoms, in Å:
W: 0.2943 0.9113 0.4004  1.788
C: -4.4326 0.4076 -4.3506  -0.055
C: -3.6833 0.2866 -3.0462  -0.273
C: -3.2587 -0.9408 -2.5599  -0.046
C: -2.5756 -1.0224 -1.3594  -0.046
C: -2.2670 0.1083 -0.5957  -0.236
N: -1.5863 -0.0019 0.6337  -0.097
C: -1.9872 -0.8637 1.6207  -0.212
C: -2.9786 -1.8488 1.4562  -0.017
C: -3.2563 -2.7760 2.4433  -0.054
C: -2.5851 -2.7743 3.6567  -0.286
C: -2.8506 -3.8144 4.7197  -0.065
C: -1.7091 -1.7210 3.8860  0.010
C: -1.4400 -0.7496 2.9279  -0.069
C: -0.6984 0.5329 3.2883  -0.256
O: 0.1858 0.9401 2.2933  -0.305
C: -1.7575 1.6718 3.5842  -0.534
F: -1.2060 2.8799 3.5028  0.174
F: -2.2395 1.5367 4.8463  0.140
F: -2.8154 1.6150 2.7859  0.176
C: 0.2164 0.3755 4.5493  -0.547
F: -0.3824 0.0559 5.7017  0.141
F: 1.1277 -0.5902 4.3111  0.149
F: 0.8931 1.5168 4.7716  0.151
C: -2.5864 1.3678 -1.1454  -0.067
C: -3.3277 1.4186 -2.3248  0.005
C: -2.1289 2.6804 -0.4595  -0.342
O: -1.2836 2.5432 0.5977  -0.202
C: -1.4562 3.6952 -1.4909  -0.525
F: -1.4533 4.9378 -0.9738  0.151
F: -2.0293 3.7878 -2.7148  0.116
F: -0.1814 3.3694 -1.7223  0.140
C: -3.4139 3.3958 0.0743  -0.539
F: -4.0985 4.0315 -0.9126  0.131
F: -3.1352 4.3019 1.0113  0.163
F: -4.2624 2.5083 0.6222  0.151
H: -4.9481 -0.5225 -4.5951  0.070
H: -5.1684 1.2125 -4.3100  0.075
H: -3.7460 0.6338 -5.1713  0.078
H: -3.4757 -1.8490 -3.1152  0.109
H: -2.2474 -1.9864 -0.9944  0.114
H: -3.5519 -1.8776 0.5425  0.091
H: -4.0159 -3.5317 2.2575  0.108
H: -3.1451 -4.7659 4.2727  0.068
H: -1.9604 -3.9854 5.3277  0.071
H: -3.6553 -3.5034 5.3937  0.075
H: -1.2571 -1.6553 4.8652  0.112
H: -3.6351 2.3766 -2.7175  0.115
C: 0.3360 0.3562 -2.7294  -0.088
O: 0.3327 0.5293 -1.3306  -0.431
H: 1.2571 0.7662 -3.1301  0.060
H: -0.5152 0.8864 -3.1491  0.089
H: 0.2498 -0.7008 -2.9692  0.091
N: 5.8144 -4.4113 -2.5798  0.086
C: 5.4421 -3.0722 -2.4540  -0.326
C: 6.3699 -2.0546 -2.6826  -0.035
C: 5.9790 -0.7269 -2.6354  -0.057
C: 4.6592 -0.4031 -2.3522  -0.297
C: 3.7346 -1.4060 -2.0934  -0.052
C: 4.1248 -2.7319 -2.1406  -0.029
S: 4.1462 1.2936 -2.4617  0.551
O: 3.4872 1.4475 -3.7312  -0.312
O: 5.3221 2.0978 -2.2139  -0.352
N: 3.0295 1.4278 -1.3176  -0.136
C: 3.3477 1.3996 -0.0264  -0.667
S: 4.9588 1.4384 0.6748  1.052
C: 4.2841 1.2534 2.2592  -0.404
C: 2.9536 1.2080 2.2055  -0.246
N: 2.3863 1.2786 0.9387  -0.131
H: 6.7970 -4.6029 -2.4937  0.080
H: 5.2324 -5.0776 -2.1034  0.082
H: 7.4027 -2.3129 -2.8956  0.107
H: 6.6880 0.0771 -2.7991  0.114
H: 2.7178 -1.1397 -1.8297  0.101
H: 3.4064 -3.5192 -1.9352  0.110
H: 4.9082 1.2323 3.1386  0.063
H: 2.3027 1.1483 3.0526  0.077

Values from the calculation:
* HOMO-LUMO gap (spin up / spin down): 6.371 / 6.421 eV
* net charge: -1

(2)
Below is a structure of composition C30H24AlN7SSe, with properties calculated with the ωB97M-V functional and the def2-TZVPD basis.

Each line ends with the Löwdin charge.
Positions of all 64 atoms, in Å:
Al: -1.1800 -0.2377 -0.8361  0.009
C: 5.3230 -2.8456 0.8526  -0.056
C: 3.9837 -2.1575 0.7999  -0.289
C: 3.6582 -1.0998 1.6413  -0.046
C: 2.4349 -0.4712 1.5672  -0.011
C: 1.4335 -0.8304 0.6370  -0.181
N: 0.2622 -0.1331 0.4943  0.056
C: -0.0216 0.8616 1.4554  -0.237
C: 0.7270 2.0307 1.5997  -0.016
C: 0.3708 3.0087 2.5071  -0.023
C: -0.7716 2.8817 3.2999  -0.269
C: -1.1873 3.9773 4.2446  -0.047
C: -1.5458 1.7474 3.1347  0.014
C: -1.1688 0.7599 2.2328  -0.125
N: -2.0527 -0.3484 2.0352  -0.024
C: -2.7707 -1.0191 2.9541  -0.039
C: -3.5627 -1.9253 2.2883  -0.032
C: -3.2527 -1.7385 0.9363  -0.087
N: -2.3388 -0.7900 0.7927  0.072
C: 1.7365 -1.9815 -0.1234  -0.087
C: 2.9902 -2.5835 -0.0600  0.000
N: 0.7516 -2.6413 -0.9544  -0.028
C: 0.8901 -3.8487 -1.5441  -0.049
C: -0.3057 -4.1878 -2.1273  -0.027
C: -1.1499 -3.1183 -1.8446  -0.105
N: -0.5118 -2.1885 -1.1350  0.056
H: 6.0559 -2.2289 1.3724  0.073
H: 5.7103 -3.0459 -0.1474  0.076
H: 5.2643 -3.8005 1.3799  0.079
H: 4.3836 -0.7501 2.3676  0.113
H: 2.2414 0.3496 2.2412  0.099
H: 1.5953 2.1602 0.9656  0.132
H: 0.9728 3.9069 2.5849  0.119
H: -0.3636 4.2660 4.8989  0.080
H: -2.0221 3.6651 4.8714  0.074
H: -1.4973 4.8686 3.6957  0.082
H: -2.4777 1.6436 3.6792  0.121
H: -2.6679 -0.7971 4.0024  0.130
H: -4.2613 -2.6206 2.7175  0.099
H: -3.6455 -2.2299 0.0611  0.115
H: 3.2145 -3.4283 -0.6949  0.101
H: 1.8079 -4.4007 -1.5026  0.114
H: -0.5308 -5.0829 -2.6787  0.103
H: -2.1681 -2.9501 -2.1449  0.104
S: -0.9780 4.1201 -1.7189  1.020
C: -2.1649 4.0036 -0.4946  -0.411
C: -2.3818 2.7133 -0.1121  -0.179
C: -1.5938 1.7520 -0.8175  -0.167
C: -0.8153 2.3991 -1.7372  -0.505
C: 0.0222 1.6637 -2.6768  -0.234
C: 0.7214 2.2395 -3.7377  -0.012
C: 1.4164 1.4302 -4.6074  -0.048
C: 1.4062 0.0536 -4.4141  -0.047
C: 0.7077 -0.4464 -3.3382  -0.073
N: 0.0420 0.3299 -2.4748  0.109
H: -2.6405 4.8976 -0.1216  0.062
H: -3.1083 2.4595 0.6497  0.102
H: 0.6888 3.3120 -3.8742  0.102
H: 1.9526 1.8622 -5.4427  0.112
H: 1.9242 -0.6189 -5.0821  0.106
H: 0.6766 -1.5110 -3.1540  0.105
Se: -4.2823 -0.1405 -4.3860  0.526
C: -3.3010 -0.4611 -2.9586  -0.883
N: -2.6454 -0.7044 -2.0184  0.069

Values from the calculation:
* HOMO-LUMO gap: 7.590 eV

(3)
Below is a structure of composition C30H24BrN2NiO4S at a distorted geometry, with properties calculated with the ωB97M-V functional and the def2-TZVPD basis.

Each line ends with the Löwdin charge.
Positions of all 63 atoms, in Å:
Ni: 2.9101 11.2545 16.6209  0.637
Br: -0.2516 5.3292 13.4392  0.699
C: 0.8232 6.6021 14.4040  -0.677
C: 1.3346 6.1284 15.6097  -0.134
C: 2.1151 7.0079 16.3398  0.014
C: 2.3271 8.4054 15.9699  -0.333
O: 3.1526 9.1901 16.5450  -0.092
C: 1.6214 8.7947 14.7767  -0.150
C: 1.5880 10.1140 14.2348  -0.021
N: 2.2766 11.1405 14.6967  0.077
C: 2.2367 12.3530 14.0536  -0.191
C: 2.1375 12.5972 12.7322  -0.035
C: 2.2491 13.8754 12.2098  -0.104
C: 2.5648 14.9666 12.9532  -0.041
C: 2.7181 14.7955 14.3770  -0.144
C: 3.1417 15.8357 15.2566  0.000
C: 3.3268 15.5258 16.5583  -0.057
C: 3.1157 14.2236 16.9845  -0.132
N: 2.7966 13.2501 16.2167  0.052
C: 2.5532 13.5326 14.9199  -0.150
C: 0.9876 7.8719 13.9724  -0.116
H: 1.1080 5.1896 15.9633  0.066
H: 2.6314 6.6818 17.2164  0.098
H: 1.0009 10.2936 13.3551  0.122
H: 2.0164 11.7174 12.1131  0.113
H: 2.0826 13.9570 11.0823  0.126
H: 2.6465 16.0055 12.4912  0.128
H: 3.3847 16.8171 14.9027  0.108
H: 3.6669 16.1943 17.2957  0.092
H: 3.2756 14.0111 18.0520  0.132
H: 0.5140 8.1669 13.0513  0.116
C: -3.2692 7.6221 13.5610  -0.049
C: -2.5383 8.6876 14.3857  -0.298
C: -1.7847 8.4180 15.4483  -0.071
C: -1.0878 9.4046 16.1742  -0.058
C: -1.1242 10.7016 15.7745  -0.278
C: -1.9137 11.0545 14.6213  -0.021
C: -2.5876 10.0372 13.9743  -0.047
S: -0.3245 11.9188 16.7555  0.503
O: -1.3035 12.4194 17.6877  -0.314
O: 0.0983 12.9529 15.7796  -0.335
O: 0.7916 11.0985 17.3312  -0.380
H: -4.1233 7.2171 14.1972  0.098
H: -2.5597 6.8274 13.2598  0.008
H: -3.7369 8.1813 12.7638  0.054
H: -1.7763 7.3952 15.8809  0.131
H: -0.3652 9.1887 16.9570  0.116
H: -1.9277 12.0651 14.3499  0.091
H: -3.1903 10.3270 13.1373  0.094
C: 4.9356 11.3752 16.7911  -0.175
C: 5.5091 11.6793 15.4495  -0.303
C: 5.8856 12.9517 14.9423  -0.062
C: 6.5259 13.0556 13.6992  -0.138
C: 6.7320 11.9958 12.8391  -0.129
C: 6.2170 10.7288 13.2797  -0.081
C: 5.6676 10.5815 14.5874  -0.068
H: 5.0604 12.2000 17.5040  0.033
H: 5.2922 10.4352 17.1716  0.038
H: 5.7962 13.8233 15.5905  0.097
H: 6.9166 14.0282 13.4715  0.082
H: 7.2053 12.1999 11.8775  0.082
H: 6.1805 9.8213 12.6053  0.100
H: 5.2244 9.6847 14.9074  0.079

Values from the calculation:
* HOMO-LUMO gap (spin up / spin down): 6.010 / 6.701 eV
* 2S+1: 3
* energy above the lowest of the compared OMol25 structures with the same formula, charge and spin: 0.0 kcal per mole
* expectation value of S²: 2.008
* net charge: -1